Computed, not measured: a cluster of 2 separate species, C2F2IO2 in total in a non-equilibrium geometry, with ωB97M-V/def2-TZVPD.

The geometry in XYZ format:
```
7
Properties=species:S:1:pos:R:3
C 0.999 1.127 0.068
C -0.217 -0.836 0.049
O 0.996 1.443 1.197
O 1.150 1.076 -1.090
F -0.445 -1.263 -1.287
F -0.439 -1.988 0.837
I -2.044 0.441 0.225
```

Summary:
* E_tot: -19705.41493 eV
* energy above the lowest of the compared OMol25 structures with the same formula, charge and spin: 62.6 kJ/mol
* M: 220.92 g/mol
* charge: -1
* LUMO energy: 3.32 eV

Here are the Löwdin charges for atoms 1 to 4, given in e:
1 C -0.6579
2 C -0.6594
3 O 0.0778
4 O 0.0966